[1]
67
Properties=species:S:1:pos:R:3:forces:R:3:mulliken_charge:R:1 method="wB97M-V/def2-TZVPD" e_above_lowest_ev=0.429 lumo_ev=1.91 gap_ev=7.0 energy_ev=-129113.0373 spin_multiplicity=1 total_charge=-1
Hg 0.090 -0.145 -0.545 -0.2 -0.1 0.2 1.91
C -0.516 -3.991 2.390 0.0 0.0 0.0 -1.10
C -0.349 -2.642 3.025 -0.1 0.0 0.2 0.86
N -0.574 -2.540 4.328 0.1 0.1 -0.1 -0.73
C -0.435 -1.337 4.887 0.0 -0.1 0.0 -1.14
C -0.028 -0.211 4.193 0.0 0.0 0.0 1.27
C 0.061 1.079 4.968 0.0 -0.1 0.0 -1.12
O 1.371 1.427 5.415 0.0 0.0 0.0 -0.61
C 0.251 -0.301 2.820 0.0 0.0 0.0 -0.33
C 0.868 0.909 2.114 -0.1 -0.2 0.1 0.54
N 0.068 1.385 0.997 -0.2 -0.4 -0.3 -0.88
C 0.034 2.699 0.684 0.1 0.1 -0.1 0.86
C 0.689 3.710 1.435 0.0 0.1 0.0 -0.22
C 0.613 5.051 1.108 0.0 -0.1 0.0 -0.99
C -0.102 5.493 0.002 0.0 -0.1 0.0 -0.67
C -0.745 4.540 -0.777 0.1 0.1 0.1 -0.56
C -0.674 3.201 -0.440 0.0 -0.1 0.0 0.07
I -1.684 1.888 -1.740 -0.2 0.3 -0.1 -0.11
C 0.025 -1.552 2.201 0.0 0.0 -0.4 0.16
O 0.142 -1.825 0.907 0.2 0.1 0.3 -0.87
H -0.608 -4.743 3.173 0.0 0.0 0.0 0.38
H 0.327 -4.228 1.737 0.0 0.0 0.0 0.19
H -1.413 -4.023 1.763 0.0 0.0 0.0 0.24
H -0.650 -1.264 5.949 0.0 0.0 0.0 0.34
H -0.541 0.976 5.871 0.0 0.0 0.0 0.49
H -0.371 1.897 4.386 0.0 0.1 0.0 0.23
H 2.016 1.118 4.767 0.0 0.0 0.0 0.44
H 0.920 1.698 2.861 0.1 0.0 0.0 0.16
H 1.285 3.425 2.292 0.0 0.0 0.0 0.31
H 1.143 5.765 1.728 0.0 0.0 0.0 0.39
H -0.145 6.542 -0.262 0.0 0.0 0.0 0.36
H -1.295 4.840 -1.659 0.0 0.0 0.0 0.33
F 2.177 -0.883 -1.794 -0.1 -0.1 0.1 -0.61
As 2.997 0.498 -2.538 0.0 -0.1 0.0 2.04
F 4.142 0.461 -1.258 0.2 0.0 0.2 -0.52
F 3.954 -0.570 -3.479 0.2 -0.2 -0.1 -0.51
F 1.966 1.510 -1.558 -0.2 0.3 0.1 -0.38
F 1.769 0.493 -3.756 -0.2 0.0 -0.2 -0.45
F 3.740 1.876 -3.231 0.1 0.3 -0.1 -0.50
F 5.817 -0.315 5.983 0.0 0.0 0.0 -0.36
C 4.981 -0.098 4.938 0.0 0.0 0.1 0.51
C 4.213 -1.145 4.474 -0.1 0.0 -0.1 -0.94
C 3.361 -0.914 3.401 0.0 0.0 0.0 0.47
C 3.272 0.343 2.800 0.0 0.0 0.0 -1.39
C 2.317 0.602 1.663 0.1 -0.1 0.0 -0.38
C 4.070 1.367 3.304 0.0 0.1 0.0 0.42
C 4.931 1.158 4.377 -0.1 0.1 -0.1 -0.80
H 4.280 -2.115 4.948 0.0 0.0 0.0 0.44
H 2.744 -1.723 3.026 0.0 0.0 0.0 0.41
H 2.302 -0.271 1.006 0.0 0.0 0.0 0.01
H 2.668 1.439 1.059 0.0 0.0 0.0 0.56
H 4.021 2.348 2.843 0.0 0.0 0.0 0.37
H 5.553 1.951 4.774 0.0 0.0 0.0 0.40
N -1.075 -1.859 -1.863 0.3 0.1 0.1 -0.55
C -0.057 -2.596 -2.543 0.1 -0.2 -0.1 0.58
C 0.642 -3.581 -1.858 0.0 -0.1 0.1 0.01
C 1.707 -4.220 -2.475 0.0 0.0 0.0 -0.58
C 2.083 -3.878 -3.767 -0.1 0.1 0.1 -0.52
C 1.383 -2.885 -4.438 0.0 0.0 0.0 -0.50
C 0.314 -2.245 -3.831 -0.1 0.0 -0.1 -0.40
H -1.477 -2.378 -1.091 0.0 0.0 0.0 0.18
H -1.797 -1.513 -2.481 0.0 0.0 0.0 0.28
H 0.382 -3.801 -0.827 0.0 0.0 0.0 0.21
H 2.260 -4.974 -1.930 0.0 0.0 0.0 0.37
H 2.933 -4.358 -4.235 0.0 0.0 0.0 0.36
H 1.690 -2.580 -5.430 0.0 0.0 0.0 0.34
H -0.194 -1.431 -4.337 0.0 0.0 0.0 0.23

***

[2]
84
Properties=species:S:1:pos:R:3:forces:R:3:mulliken_charge:R:1 method="wB97M-V/def2-TZVPD" e_above_lowest_ev=1.194 lumo_ev=1.77 gap_ev=4.6 energy_ev=-157818.7572 spin_multiplicity=1 total_charge=-1
Na 0.206 1.368 -1.522 -0.1 -0.1 0.3 0.56
C -1.369 0.456 3.450 0.0 0.0 0.1 -1.53
Si -0.135 -0.447 2.266 0.2 0.2 0.0 1.34
C 1.594 0.067 3.004 0.2 -0.1 -0.1 0.86
C 1.824 0.175 4.385 0.0 0.0 -0.1 -0.01
C 3.077 0.443 4.911 0.0 0.0 0.0 -0.84
C 4.163 0.616 4.059 0.0 0.0 0.0 -0.74
C 3.972 0.535 2.692 0.0 0.0 0.0 -0.14
C 2.707 0.274 2.160 -0.3 -0.1 0.1 -1.15
P 2.471 0.247 0.333 -0.1 0.2 -0.2 1.35
C 3.579 -1.091 -0.227 -0.1 -0.1 0.1 0.12
C 3.977 -1.146 -1.566 0.0 0.0 0.0 -0.31
C 4.649 -2.258 -2.052 0.0 0.0 0.0 -0.78
C 4.915 -3.340 -1.221 0.0 0.0 0.0 -0.58
C 4.504 -3.301 0.103 0.0 0.0 0.0 -0.59
C 3.839 -2.186 0.597 0.1 0.0 0.0 -0.60
C 3.353 1.787 -0.161 0.1 -0.1 0.1 0.48
C 2.554 2.927 -0.206 0.0 0.2 0.1 -0.77
C 3.057 4.144 -0.638 0.1 0.0 0.1 -0.72
C 4.385 4.236 -1.030 0.0 0.0 0.0 -0.45
C 5.199 3.112 -0.974 0.0 0.0 0.0 -0.73
C 4.687 1.896 -0.541 0.0 0.0 -0.1 -0.05
C -0.345 -2.248 2.948 -0.1 -0.2 -0.2 0.32
C 0.276 -2.915 4.006 -0.1 0.0 0.0 -0.58
C 0.016 -4.257 4.274 0.0 0.0 0.0 -0.76
C -0.883 -4.963 3.489 0.0 0.0 0.0 -0.74
C -1.508 -4.331 2.419 0.0 0.0 0.0 -0.35
C -1.237 -2.995 2.147 0.2 0.2 0.0 -0.56
P -1.870 -2.055 0.684 -0.4 -0.3 -0.1 1.45
C -0.617 -2.456 -0.599 0.0 0.1 0.0 0.49
C 0.185 -3.592 -0.515 0.0 0.0 0.0 -0.54
C 1.107 -3.891 -1.509 0.0 0.0 0.0 -0.80
C 1.235 -3.066 -2.616 0.0 0.0 0.0 -0.72
C 0.448 -1.927 -2.717 0.1 0.0 0.1 -0.85
C -0.457 -1.620 -1.708 0.1 0.1 -0.1 -0.27
C -3.261 -3.200 0.151 0.2 0.0 0.1 0.01
C -3.426 -3.675 -1.150 0.0 0.0 0.0 -0.58
C -4.611 -4.288 -1.551 0.0 0.0 0.0 -0.62
C -5.656 -4.456 -0.654 0.1 0.0 0.1 -0.54
C -5.501 -4.006 0.656 0.0 0.0 0.0 -0.75
C -4.326 -3.383 1.043 0.0 0.0 0.0 -0.35
H -1.191 0.258 4.514 -0.1 0.0 0.0 0.43
H -2.389 0.116 3.227 0.1 -0.1 0.0 0.23
H -1.328 1.537 3.287 0.0 0.0 0.0 0.35
H 0.989 0.042 5.067 0.0 0.0 0.0 0.27
H 3.215 0.516 5.984 0.0 0.0 0.0 0.38
H 5.148 0.821 4.461 0.0 0.0 0.0 0.39
H 4.815 0.686 2.027 0.0 0.0 0.0 0.33
H 3.729 -0.330 -2.237 0.0 0.0 0.0 0.28
H 4.947 -2.284 -3.094 0.0 0.0 0.0 0.44
H 5.429 -4.212 -1.607 0.0 0.0 0.0 0.34
H 4.696 -4.144 0.757 0.0 0.0 0.0 0.41
H 3.517 -2.168 1.631 0.0 0.0 0.0 0.24
H 1.519 2.862 0.121 0.0 0.0 0.0 0.39
H 2.411 5.012 -0.682 0.0 0.0 0.0 0.41
H 4.780 5.176 -1.394 0.0 0.0 0.0 0.36
H 6.236 3.180 -1.279 0.0 0.0 0.0 0.38
H 5.324 1.020 -0.527 0.0 0.0 0.0 0.37
H 0.989 -2.384 4.628 0.0 0.0 0.0 0.40
H 0.518 -4.754 5.097 0.0 0.0 0.0 0.39
H -1.082 -6.010 3.692 0.0 0.0 0.0 0.36
H -2.187 -4.893 1.787 0.0 0.0 0.0 0.42
H 0.104 -4.241 0.348 0.0 0.0 0.0 0.29
H 1.736 -4.768 -1.408 0.0 0.0 0.0 0.38
H 1.964 -3.291 -3.385 0.0 0.0 0.0 0.34
H 0.583 -1.238 -3.540 0.0 0.0 0.0 0.46
H -1.016 -0.689 -1.806 -0.1 -0.3 0.1 0.54
H -2.618 -3.559 -1.865 0.0 0.0 0.0 0.37
H -4.713 -4.644 -2.570 0.0 0.0 0.0 0.40
H -6.571 -4.946 -0.962 0.0 0.0 0.0 0.36
H -6.302 -4.144 1.374 0.0 0.0 0.0 0.37
H -4.223 -3.021 2.063 0.0 0.0 0.0 0.46
S -1.543 2.699 0.230 0.0 0.2 0.0 -0.45
C -2.692 1.547 -0.112 0.1 -0.3 -0.1 0.03
N -3.596 1.198 0.861 0.1 0.2 0.0 0.02
C -4.547 0.265 0.694 -0.1 -0.2 0.0 -0.12
C -4.668 -0.360 -0.504 -0.1 0.1 -0.1 -0.45
C -3.713 -0.007 -1.475 -0.1 -0.1 -0.1 0.01
N -2.773 0.885 -1.305 0.1 0.3 0.2 -0.34
H -3.435 1.623 1.765 0.0 -0.1 0.0 0.34
H -5.166 0.043 1.552 0.0 0.0 0.0 0.38
H -5.395 -1.141 -0.664 0.0 0.0 0.0 0.41
H -3.708 -0.516 -2.435 0.0 0.0 0.0 0.37
Br 1.696 1.269 -3.647 0.2 0.1 -0.3 -0.73

***

[3]
65
Properties=species:S:1:pos:R:3:forces:R:3:mulliken_charge:R:1 method="wB97M-V/def2-TZVPD" e_above_lowest_ev=1.296 lumo_ev="-8.64 / -8.67" gap_ev="4.5 / 4.5" energy_ev=-71384.3680 spin_multiplicity=1 total_charge=+2
Os 0.770 0.495 -0.053 -0.3 0.2 -3.3 0.43
O 2.842 -0.648 6.661 0.1 0.1 0.0 -0.58
N 1.698 -0.990 6.465 0.0 0.0 0.0 0.98
O 0.976 -1.537 7.258 -0.1 0.0 0.0 -0.55
C 1.118 -0.688 5.130 0.0 0.0 0.0 -0.17
C -0.226 -0.647 5.067 0.0 0.0 -0.1 -0.75
C -0.893 -0.389 3.824 0.1 0.0 0.1 0.95
C -2.288 -0.328 3.713 0.0 0.0 0.0 -0.80
C -2.831 -0.090 2.478 0.0 0.0 -0.1 -1.66
C -1.999 0.064 1.367 -0.1 -0.2 -0.3 -0.26
N -0.671 0.010 1.434 0.7 -0.3 0.7 0.02
C -0.126 -0.187 2.676 0.0 0.0 0.0 0.16
C 1.292 -0.135 2.787 0.1 0.0 0.1 0.48
N 1.946 0.225 1.653 -0.1 0.0 0.2 -0.18
C 3.274 0.262 1.647 0.1 0.0 0.1 0.06
C 4.010 -0.075 2.780 0.0 0.1 -0.1 -1.13
C 3.368 -0.410 3.947 0.0 0.0 0.0 -0.44
C 1.960 -0.421 3.985 -0.2 0.0 0.0 0.24
H -0.804 -0.821 5.964 0.0 0.0 0.0 0.58
H -2.912 -0.463 4.587 0.0 0.0 0.0 0.51
H -3.900 -0.031 2.334 0.0 0.0 0.0 0.54
H -2.419 0.211 0.382 0.0 0.0 0.0 1.12
H 3.739 0.590 0.727 0.0 0.0 0.0 0.67
H 5.089 -0.045 2.735 0.0 0.0 0.0 0.47
H 3.935 -0.654 4.830 0.0 0.0 0.0 0.60
O 1.838 6.219 -0.712 -0.1 -0.2 0.0 -0.48
C 0.573 5.996 -0.372 0.2 0.1 -0.1 0.35
O -0.226 6.866 -0.202 0.0 0.0 0.0 -0.51
C 0.147 4.567 -0.182 -0.1 0.1 0.0 0.20
C -1.140 4.226 0.206 0.0 -0.1 0.0 -0.26
N -1.202 2.893 0.303 0.1 0.1 0.2 0.13
N -0.029 2.333 -0.027 -0.6 0.9 0.9 -0.02
C 0.795 3.347 -0.310 0.1 -0.1 -0.1 -0.14
C 2.150 2.921 -0.710 0.0 0.0 -0.1 1.08
O 3.059 3.655 -0.969 -0.1 -0.1 0.0 -0.68
O 2.248 1.578 -0.743 0.5 0.1 0.6 -0.42
H 2.349 5.394 -0.833 0.0 0.1 0.0 0.37
H -1.986 4.863 0.400 0.0 0.0 0.0 0.59
H -2.017 2.321 0.457 0.0 0.0 -0.2 0.06
N -3.716 -4.863 -3.919 -0.2 -0.5 -0.1 -0.45
C -3.257 -3.653 -3.573 0.1 0.4 0.1 1.10
C -2.984 -2.683 -4.569 -0.1 -0.2 0.3 -0.85
C -2.487 -1.457 -4.218 0.1 0.0 0.3 -0.44
C -2.278 -1.157 -2.864 0.2 -0.2 -0.1 -0.06
C -2.556 -2.103 -1.863 0.0 0.4 -0.2 -0.08
C -3.040 -3.334 -2.206 -0.1 -0.1 -0.4 -1.07
S -1.590 0.365 -2.468 -1.6 -0.2 -0.8 1.43
O -2.377 1.015 -1.453 0.3 0.1 0.4 -0.75
O -1.233 1.069 -3.651 0.3 0.2 0.2 -0.70
N -0.148 -0.016 -1.673 0.7 -0.1 1.1 0.32
C 0.855 -0.751 -2.369 -0.4 -0.2 0.1 0.41
N 0.733 -1.217 -3.576 0.3 0.2 0.0 -0.29
C 1.860 -1.749 -4.078 0.0 0.0 0.0 -0.31
C 3.044 -1.802 -3.362 0.0 0.1 0.1 -0.80
C 3.021 -1.343 -2.052 0.1 -0.2 0.1 -0.07
N 1.901 -0.839 -1.547 -0.1 -0.5 0.5 -0.28
H -3.879 -5.104 -4.883 0.0 0.0 0.1 0.20
H -3.917 -5.566 -3.228 0.0 0.1 -0.1 0.20
H -3.170 -2.922 -5.608 0.0 0.0 0.0 0.34
H -2.256 -0.716 -4.969 0.0 0.0 0.0 0.55
H -2.397 -1.858 -0.820 0.0 0.0 0.0 0.27
H -3.268 -4.070 -1.447 0.0 0.0 0.0 0.34
H 1.798 -2.134 -5.087 0.0 0.0 0.0 0.48
H 3.949 -2.197 -3.796 0.0 0.0 0.0 0.43
H 3.886 -1.392 -1.404 0.0 0.0 0.0 0.49

***

[4]
36
Properties=species:S:1:pos:R:3:forces:R:3:mulliken_charge:R:1 method="wB97M-V/def2-TZVPD" e_above_lowest_ev=0.000 lumo_ev=-14.27 gap_ev=5.8 energy_ev=-48898.5541 spin_multiplicity=1 total_charge=+3
C -0.414 -2.054 -0.773 0.5 -1.2 0.6 -0.43
C 1.007 -1.391 -1.003 -0.1 -5.7 -2.6 0.57
H -0.203 -3.126 -0.562 -0.1 0.4 -0.1 0.45
H -1.062 -2.038 -1.665 0.4 0.3 0.3 0.38
H -1.004 -1.841 0.201 0.8 -0.7 -1.2 0.33
O 1.882 -1.983 -1.610 -3.4 4.1 2.8 -0.21
I 0.904 2.279 0.248 -0.9 -0.3 1.2 0.19
Zr -0.929 0.146 0.521 -1.2 2.8 -0.9 0.57
P -0.072 0.603 -2.319 0.1 1.2 -2.9 0.57
C 1.604 1.055 -2.885 0.2 -0.1 0.8 -1.13
C -0.589 -0.447 -3.727 -0.3 -1.1 0.5 -1.47
H -2.051 2.012 -2.429 0.1 0.2 -0.1 0.38
H -1.046 2.238 -3.888 0.3 -0.4 0.3 0.44
H -0.559 2.984 -2.346 -0.2 0.0 0.0 0.40
C -1.024 2.106 -2.797 -0.5 0.4 1.1 -0.97
H -1.631 -0.769 -3.616 0.1 -0.1 0.0 0.44
H -0.526 0.096 -4.679 0.2 0.2 0.4 0.50
H 1.612 1.271 -3.954 -0.3 0.0 0.1 0.44
H 2.258 0.208 -2.690 0.4 0.2 -0.2 0.36
H 0.064 -1.320 -3.818 -0.1 -0.1 0.0 0.40
H 1.933 1.933 -2.325 0.2 -0.2 -0.3 0.45
C 1.536 -0.467 0.521 6.7 0.8 0.3 0.13
O 2.695 -0.481 0.722 -5.2 -0.1 -0.2 -0.07
Cl -3.225 0.780 0.157 2.4 -0.7 0.4 -0.32
C 0.081 -0.140 5.786 0.1 0.4 1.1 -0.79
N -0.130 -0.743 4.490 -0.1 0.0 -1.3 0.12
C -0.003 -2.106 4.183 -0.2 1.0 -0.9 -0.51
C -0.296 -2.204 2.859 -0.3 0.1 -0.1 -0.42
N -0.665 -0.947 2.367 0.7 0.2 -0.4 -0.06
C -0.490 -0.077 3.387 -0.2 -0.7 1.0 -0.13
H -0.804 -0.307 6.411 0.2 0.0 -0.1 0.35
H 0.951 -0.609 6.246 -0.1 0.1 0.0 0.35
H 0.264 0.940 5.697 -0.1 -0.4 -0.1 0.34
H 0.286 -2.867 4.892 0.0 0.2 0.1 0.47
H -0.315 -3.037 2.183 0.0 -0.4 0.3 0.47
H -0.673 0.994 3.319 0.1 -0.1 0.4 0.39

***

[5]
24
Properties=species:S:1:pos:R:3:forces:R:3:mulliken_charge:R:1 method="wB97M-V/def2-TZVPD" e_above_lowest_ev=2.308 lumo_ev=0.37 gap_ev=9.4 energy_ev=-12615.7717 spin_multiplicity=1
C 0.034 -0.744 0.679 1.2 0.2 2.3 0.52
C 0.772 0.399 -0.008 -0.3 0.3 0.1 1.82
C 0.105 -2.156 0.193 -0.4 0.0 0.0 -1.45
C 1.371 0.055 -1.367 -0.1 -0.1 0.1 -1.79
C 1.853 1.001 0.896 -0.1 -0.2 0.1 -1.80
C -0.483 1.326 -0.115 -1.2 -2.8 -1.4 -0.42
C -1.618 0.195 -0.723 0.3 2.6 -0.1 -0.12
C -2.805 0.058 -0.154 0.1 -0.2 0.0 -0.84
O -0.437 -0.494 1.831 0.3 -0.9 -1.6 -0.62
O -0.875 1.794 1.070 -0.3 -1.3 2.0 -0.72
H -0.805 0.780 1.746 0.2 2.3 -1.5 0.43
H -0.417 2.061 -0.925 0.2 0.1 0.2 0.56
H -1.466 -0.125 -1.747 0.0 -0.1 0.0 0.40
H -0.176 -2.235 -0.855 0.0 0.0 0.0 0.31
H 1.136 -2.504 0.276 0.1 0.1 0.1 0.37
H -0.543 -2.788 0.795 0.0 0.0 0.0 0.42
H 0.655 -0.404 -2.048 0.0 0.0 0.0 0.39
H 1.739 0.969 -1.837 0.0 -0.1 0.0 0.41
H 2.208 -0.637 -1.257 0.0 0.1 0.0 0.39
H 1.449 1.296 1.861 0.0 0.0 0.0 0.28
H 2.275 1.888 0.422 0.0 0.0 0.0 0.46
H 2.651 0.276 1.068 0.1 0.0 0.0 0.43
H -2.985 0.409 0.854 0.0 0.3 0.0 0.26
H -3.637 -0.419 -0.654 0.0 -0.3 0.0 0.31

***

[6]
26
Properties=species:S:1:pos:R:3:forces:R:3:mulliken_spin:R:1 method="wB97M-V/def2-TZVPD" e_above_lowest_ev=0.045 lumo_ev="-0.71 / -2.04" gap_ev="7.0 / 6.0" energy_ev=-127047.6598 spin_multiplicity=2 s_squared=0.7621
Pd -2.003 -0.657 0.093 -0.1 0.0 0.0 0.02
S -1.921 -1.004 4.892 0.0 0.0 0.0 0.42
Sb -3.069 -1.687 3.070 0.0 0.0 0.1 0.31
S -3.648 -0.004 1.507 -0.1 0.1 0.0 0.14
S -1.670 -2.531 1.326 0.1 0.0 0.0 0.10
O 2.598 -0.840 -4.006 0.0 0.0 0.0 0.00
C 1.612 -0.940 -3.096 0.0 0.0 0.0 0.00
C 1.617 -1.879 -2.069 0.0 0.0 0.0 0.00
C 0.560 -1.895 -1.186 0.0 0.0 0.0 -0.01
N -0.469 -1.049 -1.283 0.1 0.0 -0.1 0.00
C -0.451 -0.162 -2.269 0.0 0.0 0.0 0.00
Br -1.948 0.983 -2.288 -0.1 0.0 0.0 0.00
C 0.547 -0.052 -3.206 0.0 0.0 0.0 0.00
H 3.283 -1.495 -3.832 0.0 0.0 0.0 0.00
H 2.432 -2.581 -1.954 0.0 0.0 0.0 0.00
H 0.515 -2.598 -0.364 0.0 0.0 0.0 0.00
H 0.517 0.689 -3.990 0.0 0.0 0.0 0.00
C 0.397 3.045 2.080 0.0 0.0 0.0 0.00
C 0.038 1.679 1.550 0.0 0.0 0.0 0.00
N 0.080 0.670 2.441 0.1 0.0 0.0 0.00
O -0.275 1.513 0.374 0.0 0.0 0.0 0.00
H 1.101 2.997 2.909 0.0 0.0 0.0 0.00
H -0.516 3.532 2.429 0.0 0.0 0.0 0.00
H 0.812 3.640 1.270 0.0 0.0 0.0 0.00
H 0.147 0.861 3.426 0.0 0.0 0.0 0.00
H -0.287 -0.235 2.177 0.0 0.0 0.0 0.00